Density functional theory data (the ωB97M-V functional and the def2-TZVPD basis) for a molecular structure, C56H53F3N12O7ReS2Sb at a distorted geometry.

Results
Charge ... +3
Frontier orbital gap (spin up / spin down) ... 4.57 / 4.97 eV
Calculated total energy ... -4762.999511 hartree
Spin multiplicity ... 2
HOMO (spin up / spin down) ... -13.94 / -13.94 eV

CARTESIAN COORDINATES (ANGSTROEM)
Re: 0.37 -0.72 0.46
Sb: -0.79 2.20 -3.39
S: -0.40 1.16 1.70
S: -0.71 -2.00 2.17
F: -1.79 8.18 -4.68
F: 3.75 0.96 -8.76
F: -5.95 -0.82 -5.03
O: 0.84 1.93 -4.55
O: 1.95 -0.81 1.62
O: 1.15 -2.12 -0.85
O: -1.61 -4.63 -6.82
O: -0.56 -5.99 -5.50
O: -0.11 -0.06 -6.96
O: -0.19 -3.91 -1.00
N: -3.28 -1.59 -3.85
N: 4.90 -2.32 2.58
N: 3.13 -0.17 -0.90
N: -0.88 -4.88 -5.88
N: 1.94 0.59 -0.66
N: -1.28 -0.81 -0.62
N: 0.13 -0.15 -5.55
N: -5.17 -2.30 -2.75
N: -3.39 -1.58 -1.51
N: 3.98 -1.31 2.61
N: -1.63 -1.32 4.53
N: -0.96 1.37 4.27
C: 6.08 -2.36 3.45
C: -0.35 6.50 -3.92
C: -1.12 4.21 -3.97
C: -0.42 -3.63 8.38
C: 4.53 2.46 4.39
C: 0.58 -2.84 5.91
C: -2.56 4.20 5.47
C: -2.29 -1.20 -1.12
C: 5.53 1.92 3.59
C: -4.80 0.66 -3.63
C: -3.20 3.28 3.34
C: 0.44 -1.57 -3.62
C: -4.85 -0.10 -4.79
C: -2.56 5.97 -4.79
C: 0.39 -2.99 -1.53
C: -3.83 4.77 5.60
C: 0.94 -3.46 8.20
C: -1.57 6.88 -4.46
C: -2.33 4.62 -4.53
C: -2.24 3.46 4.34
C: 3.18 0.50 4.02
C: 1.44 -3.06 6.97
C: -1.29 -3.40 7.32
C: -2.53 1.27 -4.21
C: 2.51 0.52 -5.44
C: 3.36 1.75 4.60
C: -1.21 0.81 5.61
C: -0.14 5.15 -3.66
C: -0.87 2.85 4.20
C: -2.63 0.53 -5.38
C: 2.96 -1.65 1.79
C: -0.80 -3.01 6.08
C: -4.46 3.84 3.47
C: 4.19 -0.03 3.23
C: -3.93 -1.83 -2.73
C: -0.29 -2.50 -5.72
C: -3.79 -0.16 -5.68
C: 4.45 -3.29 1.77
C: 1.08 0.98 -5.51
C: 2.82 0.94 -7.81
C: -0.10 -3.91 -3.76
C: 5.22 -4.54 1.54
C: 0.30 -2.81 -3.02
C: 5.36 0.68 3.00
C: -1.08 -0.90 3.42
C: -0.85 0.57 3.24
C: -1.73 -2.75 4.92
C: -4.77 4.58 4.60
C: 1.59 1.36 -8.05
C: 0.59 1.25 -6.97
C: 0.14 -1.40 -4.98
C: -2.13 -0.36 5.52
C: 3.30 0.48 -6.50
C: -3.63 1.34 -3.34
C: -0.38 -3.72 -5.09
C: 3.23 -2.90 1.25
H: -0.40 3.13 3.27
H: -1.82 4.36 6.25
H: 6.13 0.27 2.36
H: 2.17 1.30 0.02
H: -5.64 -2.52 -3.61
H: 3.68 0.28 -1.63
H: -3.70 -1.78 -4.75
H: 2.27 -0.07 4.19
H: -3.10 3.90 -4.77
H: 0.76 -0.71 -3.04
H: -1.66 1.59 6.23
H: 2.58 2.17 5.23
H: -0.23 3.17 5.03
H: 2.59 -3.44 0.57
H: -0.21 -4.89 -3.30
H: 0.97 -2.55 4.94
H: 6.26 -4.32 1.29
H: -5.76 5.02 4.70
H: 4.78 -5.11 0.73
H: -2.76 -2.95 5.20
H: -4.07 5.36 6.47
H: 1.59 1.06 -1.49
H: -0.81 -3.95 9.33
H: -5.67 0.71 -2.98
H: -3.48 6.32 -5.23
H: -2.95 2.70 2.45
H: -0.54 -2.40 -6.77
H: 1.62 -3.65 9.03
H: 0.81 4.84 -3.24
H: -1.81 0.48 -6.08
H: -2.19 -0.86 6.48
H: -0.26 0.51 6.05
H: 2.84 -1.08 -1.22
H: 4.33 0.16 -6.44
H: 2.51 -2.94 6.83
H: 0.40 7.25 -3.71
H: 6.21 -3.37 3.82
H: -2.36 -3.55 7.45
H: -2.33 -1.26 -3.84
H: -3.89 -0.74 -6.59
H: -0.15 2.06 -7.00
H: -5.63 -2.52 -1.88
H: 6.98 -2.06 2.91
H: 5.22 -5.17 2.43
H: 5.93 -1.69 4.29
H: 2.88 0.24 -4.45
H: -5.19 3.70 2.69
H: 1.30 1.75 -9.01
H: -1.48 -3.37 4.07
H: -3.14 -0.05 5.23
H: 6.45 2.48 3.42
H: -3.57 1.93 -2.43
H: 4.67 3.43 4.85